(A)
{"formula": "C4H9NOS", "method": "wB97M-V/def2-TZVPD", "symbols": ["C", "C", "C", "C", "N", "O", "S", "H", "H", "H", "H", "H", "H", "H", "H", "H"], "positions_angstrom": [[-0.48177, -0.15704, -0.39819], [-1.38558, -1.01845, 0.42066], [-0.76125, 1.31945, -0.73507], [1.64462, 0.51490, 0.67482], [0.80590, -0.40550, 0.12461], [0.76804, -3.06007, -1.08607], [0.81087, -1.06180, -1.42350], [-1.12940, -2.07944, 0.27767], [-2.39498, -1.01077, 0.15419], [-1.05571, -0.75235, 1.40252], [-0.64430, 1.88749, 0.20270], [-1.71345, 1.54956, -1.03245], [-0.07900, 1.69227, -1.42902], [1.32638, 0.83657, 1.73675], [2.63172, 0.19249, 0.85515], [1.65790, 1.55269, 0.25523]], "lumo_energy_ev": [0.13, 0.13], "total_charge": 0, "orbital_gap_ev": [9.1069, 9.1070]}


(B)
{"formula": "C4H9NOS", "method": "wB97M-V/def2-TZVPD", "symbols": ["C", "N", "C", "C", "S", "C", "O", "H", "H", "H", "H", "H", "H", "H", "H", "H"], "positions_angstrom": [[-0.92940, -1.34173, 1.37134], [-0.91196, 0.13737, 1.27460], [-0.23115, 0.61013, 0.12523], [1.16719, 1.16283, 0.14554], [2.11649, 0.11764, 1.14959], [-1.03471, 0.85271, -1.03089], [-0.53785, 1.12068, -2.11503], [-1.55131, -1.59101, 2.23708], [0.06969, -1.77583, 1.33709], [-1.55806, -1.74362, 0.56558], [-0.26600, 0.41797, 2.01900], [1.37577, -0.81900, -2.88781], [1.30207, 2.22393, 0.36226], [1.23685, 1.11467, -0.96646], [1.87939, -1.30839, -2.61271], [-2.12701, 0.82164, -0.97443]], "lumo_energy_ev": -2.62, "total_charge": 0, "orbital_gap_ev": 5.6150}


Stability, lowest: (A)


(A)
{"formula": "C4H9NOS", "method": "wB97M-V/def2-TZVPD", "symbols": ["C", "C", "O", "N", "C", "C", "S", "H", "H", "H", "H", "H", "H", "H", "H", "H"], "positions_angstrom": [[2.09604, 0.59425, -1.83764], [0.62047, 0.38742, -1.53280], [-0.25420, 0.49339, -2.36174], [0.32954, 0.21504, -0.19996], [-0.98292, -0.25265, 0.16618], [-1.04461, -0.57374, 1.65165], [-2.76558, -0.59571, 2.19935], [2.40429, 0.11355, -2.76182], [2.70333, 0.20351, -1.01549], [2.26867, 1.66393, -1.86861], [1.08993, 0.31070, 0.44991], [-1.26092, -1.11758, -0.43530], [-1.75008, 0.49163, -0.05650], [-0.54523, -1.50227, 1.92394], [-0.39966, 0.15170, 2.16511], [-2.50906, -0.58317, 3.51374]], "smiles": "CC(=O)NCCS", "lumo_energy_ev": 0.70, "total_charge": 0, "orbital_gap_ev": 9.9860}


(B)
{"formula": "C4H9NOS", "method": "wB97M-V/def2-TZVPD", "symbols": ["C", "C", "O", "N", "C", "C", "S", "H", "H", "H", "H", "H", "H", "H", "H", "H"], "positions_angstrom": [[2.49301, 1.06038, 1.10248], [1.79116, -0.00804, 0.28152], [2.36925, -0.94363, -0.20339], [0.47173, 0.26208, 0.04386], [-0.17222, -0.36432, -1.09281], [-1.66311, -0.70598, -0.92791], [-2.57181, 0.32501, 0.29449], [2.05024, 1.44393, 2.02273], [3.51861, 0.74939, 1.27866], [2.49212, 1.96990, 0.48838], [0.06236, 1.10674, 0.40430], [0.08014, 0.12144, -2.03078], [0.31144, -1.32952, -1.26588], [-1.80779, -1.70166, -0.50966], [-2.12163, -0.72561, -1.91488], [-2.38018, -0.35337, 1.47493]], "smiles": "CC(=O)NCCS", "lumo_energy_ev": 0.67, "total_charge": 0, "orbital_gap_ev": 10.0871}


Stability, lowest: (B)


(A)
{"formula": "C4H9NOS", "method": "wB97M-V/def2-TZVPD", "symbols": ["C", "C", "C", "O", "C", "N", "S", "H", "H", "H", "H", "H", "H", "H", "H", "H"], "positions_angstrom": [[-1.36794, 0.07243, -0.99539], [-0.30711, 0.81957, -0.27335], [0.80968, 1.38052, -1.06365], [0.10104, 0.02060, 0.77182], [0.55533, -1.27194, 0.93421], [0.52561, -1.48331, 2.24726], [1.23875, -2.14050, -0.28821], [-1.91517, 0.68758, -1.60644], [-1.00465, -0.83976, -1.60971], [-2.05383, -0.36340, -0.17229], [-0.88266, 1.55705, 0.24358], [1.68205, 1.81073, -0.60481], [0.40708, 2.42740, -1.38440], [1.32740, 0.69284, -1.77237], [1.01340, -2.26980, 2.54851], [-0.12898, -1.10003, 3.02522]], "smiles": "CC(C)OC(N)=S", "lumo_energy_ev": 0.75, "total_charge": 0, "orbital_gap_ev": 9.2345}


(B)
{"formula": "C4H9NOS", "method": "wB97M-V/def2-TZVPD", "symbols": ["C", "C", "C", "C", "N", "O", "S", "H", "H", "H", "H", "H", "H", "H", "H", "H"], "positions_angstrom": [[1.81819, 0.93250, -0.29526], [1.64208, 0.57308, -1.70574], [-3.03959, -1.35082, 0.22739], [-2.10535, -0.84793, 1.00023], [1.87887, -0.32908, 0.52778], [0.71161, 1.50199, 0.41901], [0.71247, 0.21080, 1.45637], [2.69501, 1.60073, -0.23600], [2.60364, 0.15562, -1.92913], [1.18190, 1.33761, -2.41927], [0.91396, -0.24879, -1.79531], [1.18328, 1.04954, 2.62106], [-3.97555, -0.99133, -0.26160], [-2.86824, -2.30952, -0.24588], [-1.24424, -1.47793, 1.14260], [-2.10804, 0.19353, 1.49375]], "lumo_energy_ev": -0.10, "total_charge": 0, "orbital_gap_ev": 8.5748}


Stability, lowest: (B)